{
  "formula": "C25H25ClN4O5",
  "method": "ωB97M-V/def2-TZVPD",
  "e_lumo_ev": 0.30,
  "homo_ha": -0.3129,
  "e_tot_ha": -2023.08747,
  "relative_energy_ev": 3.386,
  "total_charge": 0,
  "elements": ["C", "C", "C", "C", "O", "N", "C", "C", "C", "C", "C", "C", "N", "O", "C", "C", "C", "C", "C", "N", "O", "N", "C", "O", "C", "O", "C", "C", "C", "C", "Cl", "C", "C", "C", "C", "H", "H", "H", "H", "H", "H", "H", "H", "H", "H", "H", "H", "H", "H", "H", "H", "H", "H", "H", "H", "H", "H", "H", "H", "H"],
  "xyz": [[6.796, 3.503, 1.602], [7.633, 3.760, 0.393], [8.031, 2.871, -0.510], [7.732, 1.414, -0.511], [8.594, 0.578, -0.672], [6.400, 1.136, -0.346], [5.759, -0.101, -0.306], [6.444, -1.313, -0.397], [5.740, -2.502, -0.347], [4.364, -2.514, -0.208], [3.670, -1.308, -0.113], [2.229, -1.278, 0.035], [1.569, -0.195, 0.159], [0.235, -0.433, 0.279], [-0.043, -1.855, 0.217], [1.339, -2.501, 0.058], [-0.829, -2.281, 1.464], [-2.289, -1.947, 1.128], [-2.640, -0.547, 1.671], [-2.419, 0.472, 0.822], [-3.077, -0.410, 2.790], [-2.346, -2.065, -0.314], [-3.426, -2.261, -1.094], [-3.324, -2.404, -2.298], [-4.785, -2.351, -0.396], [-5.047, -1.364, 0.572], [-5.287, -0.086, 0.160], [-5.165, 0.363, -1.150], [-5.425, 1.690, -1.451], [-5.799, 2.565, -0.448], [-6.115, 4.224, -0.829], [-5.919, 2.128, 0.864], [-5.667, 0.806, 1.163], [-1.028, -2.110, -0.926], [4.376, -0.108, -0.163], [6.695, 2.443, 1.815], [7.250, 3.990, 2.464], [5.804, 3.939, 1.474], [7.958, 4.787, 0.283], [8.711, 3.167, -1.296], [5.780, 1.932, -0.280], [7.515, -1.312, -0.508], [6.277, -3.436, -0.419], [3.836, -3.454, -0.173], [1.587, -3.151, 0.899], [1.427, -3.070, -0.868], [-0.488, -1.753, 2.354], [-0.710, -3.354, 1.616], [-2.977, -2.646, 1.612], [-1.868, 0.353, -0.010], [-2.557, 1.408, 1.165], [-5.556, -2.362, -1.177], [-4.829, -3.302, 0.146], [-4.863, -0.300, -1.945], [-5.332, 2.039, -2.467], [-6.210, 2.817, 1.640], [-5.736, 0.440, 2.174], [-0.942, -1.358, -1.716], [-0.873, -3.094, -1.382], [3.823, 0.816, -0.088]],
  "forces_ev_per_angstrom": [[0.02, -0.03, 0.05], [-0.02, -0.06, -0.01], [0.26, 0.23, -0.06], [-0.26, 0.13, 0.09], [0.14, -0.10, -0.05], [-0.22, 0.30, 0.00], [-0.17, -0.43, 0.03], [0.17, -0.06, -0.02], [-0.02, 0.07, 0.00], [-0.25, 0.15, 0.03], [0.78, 0.16, -0.07], [-1.03, -0.36, 0.08], [0.88, 0.22, -0.10], [-0.60, -0.09, 0.09], [0.04, -0.51, -0.04], [-0.05, 0.40, -0.01], [0.00, 0.16, -0.16], [-0.27, 0.10, 0.66], [0.12, -0.33, -0.45], [0.01, 0.32, -0.11], [-0.14, -0.02, 0.55], [0.48, 0.07, 0.07], [-0.38, 0.09, 0.13], [-0.06, -0.10, -0.20], [-0.22, -0.18, -0.26], [0.11, 0.00, 0.14], [-0.28, 0.43, -0.07], [-0.01, -0.34, 0.13], [-0.06, 0.18, 0.15], [0.09, -0.17, -0.05], [-0.05, 0.22, -0.05], [0.02, -0.03, -0.11], [0.06, -0.30, -0.12], [0.22, -0.04, -0.31], [0.09, -0.19, -0.01], [-0.05, -0.01, 0.08], [-0.03, 0.01, 0.08], [-0.10, 0.02, 0.07], [0.10, 0.04, -0.13], [0.05, 0.05, -0.06], [0.21, -0.07, -0.05], [0.01, 0.00, 0.00], [0.06, -0.07, -0.01], [-0.08, -0.10, 0.00], [0.01, -0.06, -0.04], [0.03, -0.07, 0.03], [0.04, -0.07, 0.02], [-0.01, -0.01, -0.02], [0.07, 0.19, 0.01], [-0.04, 0.04, 0.03], [-0.01, -0.03, 0.03], [0.19, 0.00, 0.08], [-0.01, 0.10, -0.10], [0.03, -0.11, -0.10], [0.00, 0.05, -0.08], [-0.03, 0.07, 0.06], [0.00, -0.04, 0.14], [0.10, -0.10, 0.05], [0.05, 0.09, 0.00], [-0.03, 0.16, 0.00]],
  "nbo_charge": [-0.6694, -0.1257, -0.3069, 0.6461, -0.5908, -0.5966, 0.1379, -0.2260, -0.1901, -0.2116, -0.0926, 0.1910, -0.0808, -0.3851, 0.2342, -0.4760, -0.4143, -0.1396, 0.6851, -0.8153, -0.6225, -0.4391, 0.6588, -0.6159, -0.1601, -0.4955, 0.2932, -0.3023, -0.2014, -0.0721, -0.0030, -0.2308, -0.1954, -0.2415, -0.1660, 0.2220, 0.2303, 0.2228, 0.2052, 0.2303, 0.4047, 0.2596, 0.2181, 0.2094, 0.2334, 0.2345, 0.2490, 0.2203, 0.2389, 0.4081, 0.4097, 0.2130, 0.2157, 0.2374, 0.2280, 0.2302, 0.2361, 0.2326, 0.2129, 0.2183]
}

---

{
  "formula": "C26H49N4O4PdSSi",
  "method": "ωB97M-V/def2-TZVPD",
  "e_lumo_ev": [-1.93, -4.81],
  "multiplicity": 3,
  "homo_ha": [-0.4028, -0.4090],
  "e_tot_ha": -2355.61040,
  "relative_energy_ev": 0.715,
  "total_charge": 1,
  "elements": ["Pd", "N", "C", "C", "C", "N", "H", "H", "H", "H", "H", "H", "H", "H", "H", "H", "C", "C", "C", "C", "O", "Si", "S", "O", "C", "C", "C", "C", "O", "C", "C", "C", "C", "H", "H", "H", "H", "H", "H", "H", "H", "H", "H", "H", "H", "H", "H", "H", "H", "H", "H", "H", "H", "H", "H", "H", "H", "H", "H", "H", "C", "N", "N", "C", "O", "C", "C", "C", "C", "C", "C", "C", "C", "C", "H", "H", "H", "H", "H", "H", "H", "H", "H", "H", "H", "H"],
  "xyz": [[-0.484, -0.133, 0.161], [1.958, -0.170, -0.544], [1.753, 0.647, -1.748], [1.879, 2.135, -1.422], [0.683, 2.711, -0.667], [0.440, 2.032, 0.617], [2.858, 0.043, -0.120], [1.962, -1.152, -0.809], [0.742, 0.418, -2.131], [2.488, 0.399, -2.530], [1.984, 2.690, -2.354], [2.792, 2.288, -0.842], [-0.217, 2.595, -1.282], [0.860, 3.784, -0.505], [-0.290, 2.536, 1.115], [1.280, 2.046, 1.195], [-3.805, -2.714, -0.073], [-3.918, -1.936, 1.234], [-2.572, -1.856, 1.964], [-4.978, -2.571, 2.140], [-4.335, -0.607, 0.984], [-4.308, 0.387, -0.278], [-2.278, 0.816, -0.919], [-4.998, 1.765, 0.164], [-4.922, 2.598, 1.315], [-6.186, 3.458, 1.299], [-3.666, 3.463, 1.207], [-4.866, 1.766, 2.592], [-5.061, -0.263, -1.536], [-5.062, -0.005, -2.940], [-4.932, 1.492, -3.205], [-6.395, -0.535, -3.474], [-3.895, -0.770, -3.569], [-3.725, -3.779, 0.118], [-2.940, -2.374, -0.645], [-4.701, -2.537, -0.662], [-2.164, -2.851, 2.124], [-2.702, -1.368, 2.928], [-1.857, -1.248, 1.355], [-4.733, -3.612, 2.340], [-5.949, -2.524, 1.654], [-5.037, -2.035, 3.084], [-6.230, 4.046, 0.386], [-6.202, 4.130, 2.152], [-7.062, 2.817, 1.339], [-3.670, 4.025, 0.277], [-2.785, 2.820, 1.216], [-3.618, 4.156, 2.043], [-5.676, 1.045, 2.594], [-4.950, 2.409, 3.462], [-3.929, 1.218, 2.636], [-5.692, 2.026, -2.642], [-5.053, 1.696, -4.266], [-3.954, 1.842, -2.882], [-7.217, 0.011, -3.020], [-6.499, -1.590, -3.233], [-6.440, -0.415, -4.552], [-2.953, -0.430, -3.140], [-3.873, -0.606, -4.643], [-3.997, -1.835, -3.375], [1.705, -5.827, 2.542], [1.356, -4.490, 2.167], [0.699, -4.229, 0.988], [0.540, -2.874, 0.842], [-0.008, -2.361, -0.157], [1.141, -2.294, 1.993], [1.628, -3.316, 2.772], [2.334, -3.223, 4.073], [0.156, -5.216, 0.134], [-1.221, -5.235, -0.031], [-1.792, -6.100, -0.945], [-0.991, -6.970, -1.665], [0.380, -6.972, -1.469], [0.964, -6.094, -0.574], [0.858, -6.496, 2.389], [1.973, -5.842, 3.594], [2.548, -6.197, 1.954], [1.191, -1.234, 2.182], [2.502, -2.176, 4.304], [3.293, -3.735, 4.041], [1.744, -3.657, 4.879], [-1.826, -4.563, 0.554], [-2.859, -6.090, -1.101], [-1.441, -7.641, -2.380], [1.004, -7.645, -2.031], [2.033, -6.078, -0.438]],
  "forces_ev_per_angstrom": [[0.87, 0.59, -0.53], [-0.16, -0.35, 0.03], [0.17, 0.17, -0.30], [-0.49, -0.32, 0.08], [0.30, 0.26, -0.29], [-0.67, -0.27, 0.08], [-0.13, -0.07, -0.05], [0.06, 0.05, 0.14], [0.43, 0.13, -0.02], [-0.25, 0.02, 0.11], [0.06, 0.06, 0.03], [0.15, 0.10, 0.01], [0.13, 0.11, 0.15], [-0.11, -0.15, -0.07], [0.19, -0.05, 0.06], [-0.23, -0.10, -0.11], [-0.05, 0.27, 0.09], [0.24, -0.62, 0.35], [-0.08, 0.32, -0.42], [0.23, 0.23, -0.25], [-0.17, 0.26, 0.05], [0.04, -0.18, 0.09], [0.28, -0.08, 0.26], [-0.09, 0.04, -0.32], [0.01, 0.56, 0.53], [0.30, -0.21, -0.08], [-0.31, -0.14, -0.11], [-0.01, 0.08, -0.28], [-0.08, -0.14, 0.18], [-0.03, -0.05, -0.74], [-0.06, -0.27, 0.19], [0.33, 0.13, 0.23], [-0.28, 0.12, 0.23], [0.07, -0.11, 0.02], [0.08, -0.09, -0.08], [-0.09, -0.09, -0.09], [0.15, -0.09, 0.03], [0.01, 0.04, 0.08], [-0.55, -0.60, 0.54], [0.03, -0.11, 0.05], [-0.10, -0.04, -0.05], [-0.02, 0.06, 0.09], [-0.01, 0.07, -0.11], [0.00, 0.08, 0.10], [-0.12, -0.05, 0.02], [-0.01, 0.09, -0.09], [0.14, -0.03, 0.06], [0.08, 0.07, 0.08], [-0.14, -0.10, 0.11], [0.00, 0.10, 0.09], [0.10, -0.07, 0.13], [-0.12, 0.13, -0.01], [0.01, 0.06, -0.09], [0.08, 0.13, -0.07], [-0.11, 0.05, 0.03], [-0.02, -0.11, 0.02], [-0.02, 0.02, -0.14], [0.10, 0.01, -0.07], [0.03, 0.01, -0.13], [-0.01, -0.12, 0.00], [0.14, -0.54, 0.03], [-0.07, 0.44, 0.26], [0.11, 0.33, -0.09], [0.40, -0.13, 0.49], [-0.57, 0.50, -0.32], [-0.04, 0.00, -0.07], [-0.21, -0.04, -0.26], [0.03, -0.08, 0.06], [-0.32, -0.34, -0.20], [0.13, 0.00, 0.06], [-0.03, 0.02, 0.03], [-0.03, 0.01, -0.02], [0.04, -0.08, -0.01], [-0.06, 0.17, 0.03], [0.03, 0.06, 0.04], [-0.01, 0.07, 0.01], [-0.01, -0.01, 0.07], [0.07, -0.07, 0.13], [0.06, 0.04, 0.05], [0.10, -0.01, 0.03], [-0.04, -0.04, 0.02], [-0.03, 0.11, -0.01], [-0.12, -0.03, 0.02], [0.01, -0.08, -0.07], [0.10, -0.14, -0.08], [0.17, 0.04, -0.04]],
  "lowdin_spin": [1.0128, 0.0389, 0.0002, -0.0001, 0.0038, 0.0838, 0.0010, -0.0004, -0.0011, 0.0017, 0.0000, 0.0000, 0.0017, 0.0023, -0.0006, 0.0029, 0.0010, 0.0000, -0.0012, 0.0001, 0.0012, 0.0477, 0.6401, 0.0166, 0.0015, 0.0008, 0.0110, 0.0000, 0.0196, 0.0025, 0.0036, 0.0013, 0.0183, 0.0000, 0.0011, 0.0000, 0.0000, 0.0000, -0.0013, 0.0000, 0.0000, 0.0000, 0.0000, 0.0000, 0.0001, 0.0001, 0.0097, 0.0003, 0.0001, 0.0000, 0.0000, 0.0001, 0.0001, 0.0031, 0.0001, 0.0000, 0.0000, 0.0162, 0.0005, 0.0003, 0.0003, 0.0016, 0.0032, 0.0050, 0.0446, 0.0024, 0.0000, -0.0001, 0.0003, 0.0001, 0.0000, 0.0000, 0.0000, 0.0000, 0.0000, 0.0001, 0.0000, 0.0008, 0.0000, 0.0000, 0.0000, 0.0000, 0.0000, 0.0000, 0.0000, 0.0000]
}